Computed, not measured: an isolated ion of composition C6H10 and charge +1 in a non-equilibrium geometry, with the ωB97M-V functional and the def2-TZVPD basis.

Calculated values
- multiplicity = 2
- orbital gap (spin up / spin down) (eV) = 9.264 / 8.404
- strongest force on any atom (eV Å⁻¹) = 2.477
- total charge = +1
- DFT total energy (eV) = -6374.45279

Each line ends with the natural charge from an NBO analysis.
Positions of all 16 atoms, in Å:
C: -0.28192 -0.91898 -1.40844  -0.20
C: -1.61745 -1.07019 -1.64044  -0.12
C: -0.53799 0.76515 0.36061  0.13
C: 0.25174 -0.16616 -0.32589  0.09
C: 1.56772 -0.51831 0.24463  -0.69
C: -0.05323 1.63973 1.48082  -0.70
H: 0.42020 -1.47309 -2.02008  0.25
H: -2.35872 -0.54853 -1.05287  0.20
H: -1.96943 -1.90727 -2.22362  0.24
H: -1.60318 0.87575 0.19627  0.21
H: 1.55630 -0.72666 1.31030  0.26
H: 2.37124 0.20596 0.07452  0.28
H: 1.98128 -1.40782 -0.21475  0.25
H: -0.90086 1.87205 2.10083  0.26
H: 0.60741 2.34602 0.96859  0.28
H: 0.56689 1.03236 2.14952  0.26

Computed, not measured: an isolated ion of composition C6H10 and charge +1 in a non-equilibrium geometry, with the ωB97M-V functional and the def2-TZVPD basis.

Calculated values
- multiplicity = 2
- orbital gap (spin up / spin down) (eV) = 10.013 / 4.732
- strongest force on any atom (eV Å⁻¹) = 4.252
- total charge = +1
- DFT total energy (eV) = -6371.85738

Each line ends with the natural charge from an NBO analysis.
Positions of all 16 atoms, in Å:
C: -0.50070 0.95667 -1.45264  -0.68
C: 0.68413 0.44623 -0.73462  0.07
C: 1.80392 0.46227 -1.45318  -0.22
C: 0.43991 -0.20148 0.63678  -0.52
C: -0.92589 -0.71936 0.96244  -0.05
C: -1.29747 -0.98498 2.18502  -0.18
H: -0.54116 1.24446 -2.50021  0.27
H: -1.32871 0.17365 -1.29639  0.21
H: -0.95633 1.92435 -0.97931  0.27
H: 1.61194 0.50311 -2.57716  0.24
H: 2.68247 -0.08247 -1.12673  0.21
H: 0.65349 0.73182 1.17490  0.32
H: 1.13754 -1.03852 0.94130  0.30
H: -1.49188 -1.03623 0.12276  0.25
H: -1.20140 -0.21689 3.02620  0.26
H: -1.78935 -1.95938 2.35184  0.25

Computed, not measured: C6H10AlO6 as an isolated structure in a non-equilibrium geometry, with the ωB97M-V functional and the def2-TZVPD basis.

Calculated values
- orbital gap (spin up / spin down) (eV) = 6.715 / 6.664
- strongest force on any atom (eV Å⁻¹) = 7.485
- total charge = +3
- DFT total energy (eV) = -25227.36764

Each line ends with the natural charge from an NBO analysis.
Positions of all 23 atoms, in Å:
O: -3.34678 1.40506 -0.30810  -0.45
C: -2.44704 0.74391 -0.88952  1.00
O: -1.28043 1.25533 -1.19388  -0.50
C: -0.34102 1.44504 -0.08927  -0.09
C: 1.06468 1.24611 -0.60675  -0.46
C: 1.49963 -0.19107 -0.90906  -0.43
C: 1.03708 -1.25935 0.05814  -0.10
O: 1.45997 -0.91114 1.38361  -0.38
C: 1.09649 -1.72441 2.35875  0.96
O: 0.52264 -2.77921 2.22815  -0.01
O: 1.39946 -1.15697 3.51994  -0.49
H: -0.60731 0.73597 0.70247  0.20
H: -0.48887 2.46963 0.26837  0.28
H: 1.71344 1.68184 0.16658  0.29
H: 1.20017 1.85394 -1.51257  0.26
H: 2.59622 -0.21471 -0.97367  0.30
H: 1.13250 -0.49473 -1.89940  0.20
H: 1.47670 -2.22812 -0.21097  0.25
H: -0.05529 -1.37564 0.05656  0.16
H: 1.09522 -1.72177 4.24145  0.55
Al: -1.63380 -0.11695 -3.10102  1.75
O: -2.99737 0.30386 -1.99100  -0.91
H: -4.09628 1.03336 -1.29880  0.63

Computed, not measured: C6H10BaO6 as an isolated structure in a non-equilibrium geometry, with the ωB97M-V functional and the def2-TZVPD basis.

Calculated values
- multiplicity = 2
- orbital gap (spin up / spin down) (eV) = 10.490 / 7.634
- strongest force on any atom (eV Å⁻¹) = 3.199
- total charge = +3
- DFT total energy (eV) = -19333.23766

Each line ends with the natural charge from an NBO analysis.
Positions of all 23 atoms, in Å:
O: 0.34910 2.07524 0.34144  -0.49
C: 1.08837 1.18734 0.07684  0.98
O: 1.04185 -0.10271 0.45742  -0.61
C: -0.10868 -0.62444 1.20251  -0.08
C: -0.79107 -1.73074 0.43137  -0.44
C: -1.34618 -1.36088 -0.94318  -0.44
C: -2.27966 -0.17839 -0.98502  -0.09
O: -3.43017 -0.47988 -0.09582  -0.40
C: -4.33033 0.37270 0.12065  0.98
O: -4.28085 1.53853 -0.41708  -0.04
O: -5.31664 0.04714 0.85726  -0.53
H: -0.75583 0.23440 1.40574  0.22
H: 0.31046 -0.99606 2.14230  0.23
H: -1.59947 -2.08749 1.08605  0.27
H: -0.09830 -2.57503 0.31369  0.23
H: -1.85295 -2.23579 -1.37034  0.27
H: -0.52863 -1.11483 -1.63689  0.22
H: -2.68848 -0.02326 -1.98932  0.25
H: -1.82893 0.74991 -0.61228  0.21
H: -6.01131 0.72229 0.96662  0.56
Ba: 3.83884 -0.77145 -0.30446  1.97
O: 2.37531 1.34230 -0.30169  -0.84
H: 2.64618 2.29565 -0.24411  0.57

Computed, not measured: one molecule with the formula C6H10BrClO2 in a non-equilibrium geometry, with the ωB97M-V functional and the def2-TZVPD basis.

Calculated values
- structure (SMILES) = CC[C@](O)(CBr)[C@]1(Cl)CO1
- orbital gap (eV) = 10.983
- strongest force on any atom (eV Å⁻¹) = 5.120
- DFT total energy (eV) = -93041.98385

Each line ends with the natural charge from an NBO analysis.
Positions of all 20 atoms, in Å:
C: -1.21879 -0.17608 1.93634  -0.11
C: -0.95290 0.80715 0.84054  0.17
C: 1.62489 -0.47134 0.32304  -0.64
C: 0.88286 0.36005 -0.65916  -0.42
C: -1.45554 1.17132 -1.57927  -0.46
C: -0.71523 0.32346 -0.51360  0.18
O: -2.21776 0.61492 1.32374  -0.47
O: -1.20261 -0.98182 -0.65753  -0.71
Cl: -0.08906 2.25763 1.26356  -0.01
Br: -1.28462 0.57279 -3.42813  0.00
H: -1.26719 -1.24398 1.72048  0.22
H: -0.82935 0.23101 2.97611  0.20
H: 0.91774 -1.16723 0.73493  0.22
H: 1.79857 0.05574 1.28757  0.21
H: 2.53403 -0.99137 -0.16101  0.23
H: 1.18417 1.34862 -0.81681  0.22
H: 1.12148 -0.14691 -1.72033  0.21
H: -2.49457 1.09401 -1.34838  0.23
H: -1.12389 2.29385 -1.66309  0.25
H: -1.45389 -1.03145 -1.57929  0.48

Computed, not measured: one molecule with the formula C6H10ClF in a non-equilibrium geometry, with the ωB97M-V functional and the def2-TZVPD basis.

Calculated values
- structure (SMILES) = C[C@@H]1C[C@@H](F)[C@@H]1CCl
- orbital gap (eV) = 11.574
- strongest force on any atom (eV Å⁻¹) = 2.292
- DFT total energy (eV) = -21623.14716

Each line ends with the natural charge from an NBO analysis.
Positions of all 18 atoms, in Å:
C: 1.12835 -1.55481 -0.17993  -0.61
C: 0.81548 -0.09939 -0.40739  -0.21
C: 1.01847 0.92643 0.73095  -0.44
C: -0.28890 1.59553 0.24266  0.22
C: -0.61849 0.30182 -0.52572  -0.29
C: -1.66285 -0.63478 -0.01242  -0.36
H: 2.05752 -1.63283 0.37083  0.22
H: 1.16651 -2.08407 -1.11313  0.21
H: 0.25296 -1.98407 0.38558  0.19
H: 1.37747 0.17405 -1.32444  0.21
H: 0.83897 0.50466 1.75428  0.20
H: 1.98331 1.50668 0.80629  0.23
H: -0.94558 1.94120 1.02402  0.17
H: -0.79525 0.43741 -1.59343  0.23
H: -1.43325 -0.84317 1.05939  0.21
H: -1.70302 -1.50075 -0.64560  0.23
F: -0.00479 2.66276 -0.57167  -0.36
Cl: -3.18691 0.28334 -0.00027  -0.06

Computed, not measured: a 2-piece molecular cluster, C6H10ClFN2O overall in a non-equilibrium geometry, with the ωB97M-V functional and the def2-TZVPD basis.

Calculated values
- structure (SMILES) = ClC[C@H]1C=NNO1.C=C(C)F
- orbital gap (eV) = 9.718
- strongest force on any atom (eV Å⁻¹) = 5.290
- DFT total energy (eV) = -26647.33325

Each line ends with the natural charge from an NBO analysis.
Positions of all 21 atoms, in Å:
C: -1.97778 0.73411 0.09914  0.01
C: -2.85166 -0.18537 -0.76098  -0.01
C: 4.72322 0.04090 0.07528  -0.50
C: 2.41721 0.59348 0.86192  -0.69
C: -3.71992 -0.79773 0.31488  -0.40
C: 3.40655 -0.00294 -0.01116  0.41
N: -0.62757 -0.57370 -0.90291  -0.18
N: -0.77703 0.49762 -0.08666  -0.23
O: -1.88470 -0.99697 -1.45536  -0.38
F: 2.84753 -0.80099 -1.04093  -0.38
Cl: -5.06878 0.34771 0.67474  -0.07
H: -2.47804 1.45302 0.71710  0.22
H: 5.26481 -0.44456 -0.74082  0.23
H: -3.50320 0.39538 -1.56569  0.21
H: 5.20902 0.68031 0.91557  0.22
H: 1.79554 -0.24443 1.27073  0.24
H: 1.77769 1.37890 0.54387  0.25
H: 3.03721 1.12793 1.62858  0.23
H: -3.34012 -1.17907 1.27269  0.24
H: -4.27692 -1.73058 -0.16519  0.23
H: 0.02696 -0.29300 -1.64482  0.37